No. 1
# C5H10O

The molecule C5H10O (ωB97M-V/def2-TZVPD, the Open Molecules 2025 dataset).

Geometry as ORCA input:
```
! wB97M-V def2-TZVPD RIJCOSX def2/J DEFGRID3
* xyz 0 1
C -0.4399 1.2342 -1.1965
C -0.1791 0.2076 -0.1194
C -1.3338 -0.7731 0.0865
C 1.1966 -0.4291 -0.1482
C 1.3682 -0.6028 1.2851
O 1.7342 -1.6518 0.3741
H 0.4319 1.8899 -1.3072
H -1.2805 1.8451 -0.8540
H -0.6873 0.7979 -2.1675
H 0.0514 0.8937 0.8360
H -2.0869 -0.3073 0.7236
H -1.0196 -1.7188 0.5478
H -1.8110 -1.0260 -0.8693
H 1.9832 0.1192 -0.6793
H 1.5723 0.4746 1.6465
H 0.5005 -0.9533 1.8421
*
```

For the lowest unoccupied orbital energy, the calculation gives 1.029 eV. The value obtained for the energy is -271.58445 Eh. Its relative energy (zero: lowest compared OMol25 entry of this formula, charge and spin) is 105.5 kcal per mole.


No. 2
# C5H10O

A structure of composition C5H10O (ωB97M-V/def2-TZVPD, the Open Molecules 2025 dataset).

Geometry as ORCA input:
```
! wB97M-V def2-TZVPD RIJCOSX def2/J DEFGRID3
* xyz 0 1
C 0.5519 0.0304 1.4788
C 0.6335 -0.2767 -0.0025
C 0.8654 -1.7522 -0.3167
C -1.1415 0.6147 -1.0851
C -1.5277 1.8941 -0.5816
O -1.3202 2.4874 0.4669
H 1.5187 -0.2147 1.9427
H -0.2101 -0.5821 1.9746
H 0.3231 1.0826 1.6492
H 1.3194 0.3715 -0.5389
H 0.8774 -1.9681 -1.3883
H 1.8471 -2.0426 0.0879
H 0.1225 -2.4000 0.1630
H -0.8160 0.5934 -2.1239
H -0.6567 -0.2086 -0.3905
H -2.2317 2.3179 -1.3513
*
```

For the lowest unoccupied orbital energy, the calculation gives 0.166 eV. The value obtained for the energy is -271.60413 Eh. Its relative energy (zero: lowest compared OMol25 entry of this formula, charge and spin) is 93.2 kcal per mole.


No. 3
# C5H10O

A cluster of 2 separate species, C5H10O in total (ωB97M-V/def2-TZVPD, the Open Molecules 2025 dataset).

Geometry as ORCA input:
```
! wB97M-V def2-TZVPD RIJCOSX def2/J DEFGRID3
* xyz 0 1
C 1.4992 -0.9605 0.0545
C 0.3448 -0.0213 0.3689
C 0.4652 1.4756 -0.0352
C -0.8686 1.3988 -0.8232
C -0.8626 -0.1071 -0.5684
O -1.4998 -1.0286 -1.0067
H 1.2334 -1.9952 0.2923
H 1.7570 -0.9168 -1.0099
H 2.3905 -0.6902 0.6309
H 0.0248 -0.1392 1.4129
H 0.4799 2.1848 0.7954
H 1.3300 1.6665 -0.6777
H -1.7141 1.8980 -0.3380
H -0.8510 1.6875 -1.8783
H -1.9005 -2.2885 1.7568
H -1.8282 -2.1640 1.0257
*
```

For the lowest unoccupied orbital energy, the calculation gives 0.996 eV. The value obtained for the energy is -271.69084 Eh. Its relative energy (zero: lowest compared OMol25 entry of this formula, charge and spin) is 38.8 kcal per mole.


The lowest relative energy (zero: lowest compared OMol25 entry of this formula, charge and spin) belongs to which entry?
number 3


relative energy (zero: lowest compared OMol25 entry of this formula, charge and spin) of number 3 (C5H10O)?
38.8 kcal per mole


Which formula does entry 2 have?
C5H10O


Look up the relative energy (zero: lowest compared OMol25 entry of this formula, charge and spin) of the first one.
105.5 kcal per mole